# 1
8
Properties=species:S:1:pos:R:3 method="wB97M-V/def2-TZVPD" smiles=CSC#CI
S -0.57 -1.27 0.50
H -1.69 0.88 0.73
H -2.40 -0.23 -0.59
H -0.78 0.65 -0.86
C 1.02 -0.71 0.36
I 3.76 0.86 -0.07
C -1.45 0.14 -0.13
C 2.10 -0.31 0.06



# 2
24
Properties=species:S:1:pos:R:3 method="wB97M-V/def2-TZVPD" smiles=Cc1c[nH]cn1.CCSC
H 0.09 -2.06 -2.11
C 0.37 1.18 2.82
H 0.14 -1.37 0.82
H -1.36 -1.59 1.62
C 1.61 1.88 0.19
C -0.84 -1.83 0.69
C -2.42 -0.05 -1.99
H 2.60 2.23 0.52
C -0.79 -1.53 -1.81
H 2.17 0.50 -1.30
H 1.20 -0.39 -0.11
H -3.00 0.74 -2.44
H -1.36 -0.83 -3.70
H 0.24 1.87 3.63
H 2.76 0.09 0.32
N -1.49 -0.76 -2.72
H -0.44 0.47 2.68
S 0.26 2.22 1.30
C -1.30 -1.21 -0.59
H 1.33 2.55 -0.63
C 1.90 0.43 -0.25
H -0.66 -2.91 0.76
N -2.37 -0.36 -0.73
H 1.36 0.75 3.02



In kcal/mol, the energy relative to the best compared isomer or geometry (same formula, charge and spin) values for the records above are, in order, 0.00, 31.78.
In eV/Å, the strongest force on any atom values for the records above are, in order, 2.27, 2.02.
In eV, the LUMO energy values for the records above are, in order, 0.26, 0.85.